Entry 1:
{
  "formula": "C4H13NOP2",
  "method": "ωB97M-V with the def2-TZVPD basis set",
  "symbols": ["P", "P", "O", "N", "C", "C", "C", "C", "H", "H", "H", "H", "H", "H", "H", "H", "H", "H", "H", "H", "H"],
  "xyz": [[-0.31, -1.24, 1.04], [-1.69, -1.45, -0.57], [0.67, -1.10, -1.39], [-0.26, 0.43, 1.43], [-1.58, -3.37, -0.54], [-0.45, 1.51, 0.49], [1.98, 2.29, 0.13], [0.68, 1.81, -0.52], [-1.29, -3.75, -1.54], [0.61, 0.59, 1.96], [-0.75, -3.59, 0.20], [0.26, 2.67, -1.00], [0.78, 1.09, -1.41], [2.54, 2.74, -0.65], [-0.62, 2.33, 1.10], [0.89, -1.90, -1.90], [2.60, 1.51, 0.59], [-1.48, 1.38, 0.11], [-1.61, -1.40, 1.93], [-2.66, -3.62, -0.29], [1.68, 3.06, 0.83]],
  "orbital_gap_ev": 7.14,
  "multiplicity": 1,
  "homo_energy_ha": -0.304,
  "e_lumo_ev": -1.14
}

***

Entry 2:
{
  "formula": "C4H13NOS",
  "method": "ωB97M-V with the def2-TZVPD basis set",
  "symbols": ["S", "O", "N", "C", "C", "C", "C", "H", "H", "H", "H", "H", "H", "H", "H", "H", "H", "H", "H", "H"],
  "xyz": [[-1.70, 0.40, 0.27], [2.89, 0.57, 0.20], [0.19, 0.46, -2.31], [1.77, -0.01, -0.49], [-1.41, -2.03, 1.64], [1.23, 1.04, -1.43], [-1.34, -0.51, 1.81], [-0.56, -1.04, -0.65], [2.07, -0.89, -1.09], [2.11, 1.36, -2.02], [-2.44, -2.32, 1.30], [0.02, 1.09, -3.08], [3.23, -0.08, 0.83], [-0.68, 0.40, -1.74], [-1.19, -2.57, 2.55], [0.97, -0.31, 0.25], [-0.68, -2.34, 0.85], [-0.33, -0.16, 2.17], [-2.07, -0.15, 2.55], [0.88, 1.90, -0.84]],
  "orbital_gap_ev": 8.15,
  "multiplicity": 1,
  "homo_energy_ha": -0.335,
  "e_lumo_ev": -0.97
}

***

Entry 3:
{
  "formula": "C4H13NOS",
  "method": "ωB97M-V with the def2-TZVPD basis set",
  "symbols": ["S", "O", "N", "C", "C", "C", "C", "H", "H", "H", "H", "H", "H", "H", "H", "H", "H", "H", "H", "H"],
  "xyz": [[-2.21, -0.41, 0.37], [1.83, 0.93, -1.44], [2.21, -1.02, 0.24], [1.81, -0.16, 1.35], [-0.60, -0.88, 0.91], [0.35, 0.26, 1.29], [-1.31, 1.19, -2.33], [-2.31, 1.27, -1.93], [-1.39, 0.53, -3.21], [-0.10, -1.45, 0.05], [0.33, 1.01, 0.49], [2.05, -0.62, 2.32], [-0.72, 0.86, -1.51], [-1.03, 2.19, -2.68], [0.04, 0.76, 2.22], [2.46, 1.18, -2.14], [3.20, -1.24, 0.33], [-0.54, -1.66, 1.70], [2.13, -0.42, -0.60], [2.29, 0.82, 1.41]],
  "orbital_gap_ev": 3.52,
  "multiplicity": 1,
  "homo_energy_ha": -0.299,
  "e_lumo_ev": -4.60
}

***

Entry 4:
{
  "formula": "C4H13NOS",
  "method": "ωB97M-V with the def2-TZVPD basis set",
  "symbols": ["S", "O", "N", "C", "C", "C", "C", "H", "H", "H", "H", "H", "H", "H", "H", "H", "H", "H", "H", "H"],
  "xyz": [[-1.69, 0.73, 2.39], [-1.25, -2.31, -2.02], [0.70, 0.30, -0.86], [1.20, -0.93, 1.15], [-1.02, 0.16, 0.80], [0.49, 0.29, 0.60], [0.28, 1.59, -1.47], [-2.16, -2.06, -1.89], [-0.34, 1.43, -2.32], [1.06, -1.85, 0.59], [-0.72, 0.48, 3.27], [0.93, 1.19, 1.06], [-1.63, 0.71, 0.08], [1.18, 2.12, -1.78], [0.00, 2.31, -0.69], [0.89, -1.14, 2.18], [2.28, -0.74, 1.24], [-0.65, -1.56, -2.01], [1.69, 0.17, -1.02], [-1.26, -0.90, 0.69]],
  "smiles": "CN[C@H](C)CS.O",
  "orbital_gap_ev": 9.94,
  "multiplicity": 1,
  "homo_energy_ha": -0.333,
  "e_lumo_ev": 0.87
}

***

Entry 5:
{
  "formula": "C4H13NOS",
  "method": "ωB97M-V with the def2-TZVPD basis set",
  "symbols": ["S", "O", "N", "C", "C", "C", "C", "H", "H", "H", "H", "H", "H", "H", "H", "H", "H", "H", "H", "H"],
  "xyz": [[1.12, 2.09, 2.33], [2.11, -1.88, -4.49], [-1.94, -1.26, -0.21], [0.53, 0.81, 0.07], [-1.87, -0.10, 0.73], [-1.01, 1.08, 0.15], [1.36, 0.63, 1.41], [2.70, -1.97, -3.71], [2.41, 0.79, 1.19], [0.64, -0.11, -0.51], [1.13, 1.58, 3.54], [-2.87, 0.31, 0.64], [-1.34, 1.20, -0.86], [-0.99, -1.82, -0.36], [0.85, 1.79, -0.47], [-2.46, -1.97, 0.17], [1.46, -2.47, -3.99], [-1.38, 2.05, 0.68], [-1.69, -0.42, 1.82], [1.24, -0.33, 1.86]],
  "smiles": "NCCCCS.O",
  "orbital_gap_ev": 9.27,
  "multiplicity": 1,
  "homo_energy_ha": -0.325,
  "e_lumo_ev": 0.43
}

***

Entry 6:
{
  "formula": "C4H13NOS2",
  "method": "ωB97M-V with the def2-TZVPD basis set",
  "symbols": ["S", "S", "O", "N", "C", "C", "C", "C", "H", "H", "H", "H", "H", "H", "H", "H", "H", "H", "H", "H", "H"],
  "xyz": [[0.02, 0.10, -0.55], [-0.97, -0.18, 1.22], [-1.25, -4.62, -3.71], [-2.17, 2.83, 1.03], [-0.71, 1.28, 2.36], [-0.85, 2.65, 1.66], [2.11, -1.32, -1.19], [1.74, -0.45, -0.02], [-2.15, 2.82, 0.02], [1.41, -2.08, -1.52], [-1.15, -3.91, -4.38], [-1.55, 0.99, 2.99], [-0.85, 3.29, 2.55], [2.43, -0.79, -2.10], [-0.58, -4.22, -3.12], [0.31, 1.20, 2.74], [-0.13, 2.87, 0.87], [2.52, 0.29, 0.04], [-2.83, 2.09, 1.22], [3.07, -1.86, -1.02], [1.60, -0.95, 0.92]],
  "total_charge": 1,
  "orbital_gap_ev": [9.15, 4.89],
  "multiplicity": 2,
  "homo_energy_ha": [-0.492, -0.489],
  "e_lumo_ev": [-4.23, -8.43]
}

***

Entry 7:
{
  "formula": "C4H13NOSi",
  "method": "ωB97M-V with the def2-TZVPD basis set",
  "symbols": ["Si", "O", "N", "C", "C", "C", "C", "H", "H", "H", "H", "H", "H", "H", "H", "H", "H", "H", "H", "H"],
  "xyz": [[0.03, -0.71, 0.50], [1.48, -1.39, 0.86], [-1.12, -1.32, 1.62], [0.36, 1.74, 0.82], [-0.23, -1.05, -1.35], [-1.68, -0.90, -1.80], [1.75, 2.15, 0.41], [-2.03, 0.11, -1.63], [1.91, 3.22, 0.60], [1.92, 1.97, -0.65], [-0.97, -2.23, 2.02], [0.40, -0.38, -1.94], [0.11, -2.06, -1.57], [2.50, 1.61, 0.98], [1.99, -1.07, 1.60], [-0.40, 2.23, 0.23], [-2.33, -1.58, -1.25], [-2.10, -1.12, 1.52], [0.18, 1.89, 1.88], [-1.78, -1.13, -2.86]],
  "orbital_gap_ev": 8.87,
  "multiplicity": 1,
  "homo_energy_ha": -0.298,
  "e_lumo_ev": 0.75
}

***

Entry 8:
{
  "formula": "C4H13NP",
  "method": "ωB97M-V with the def2-TZVPD basis set",
  "symbols": ["P", "N", "C", "C", "C", "C", "H", "H", "H", "H", "H", "H", "H", "H", "H", "H", "H", "H", "H"],
  "xyz": [[-1.96, -0.42, -0.63], [1.48, -0.13, 0.20], [2.09, -1.33, -0.38], [0.26, -0.54, 0.94], [-3.17, 0.32, 0.44], [1.28, 0.91, -0.79], [2.09, 0.27, 0.86], [-2.37, -1.75, -0.42], [2.22, 0.80, -1.42], [-4.24, 0.22, 0.16], [0.23, -0.13, 1.98], [-3.11, -0.26, 1.37], [3.09, -1.11, -0.73], [1.51, -1.64, -1.31], [0.39, 0.68, -1.39], [1.26, 1.99, -0.37], [0.36, -1.73, 0.96], [-3.01, 1.45, 0.51], [2.08, -2.02, 0.41]],
  "total_charge": 1,
  "orbital_gap_ev": [8.34, 8.33],
  "multiplicity": 1,
  "homo_energy_ha": [-0.471, -0.471],
  "e_lumo_ev": [-4.48, -4.48]
}